1.
The following is a DFT calculation (ωB97M-V/def2-TZVPD) of a structure of composition C30H27BCl5F9IrNO4S3Si.

Summary:
frontier orbital gap (spin up / spin down)	5.378 / 5.386	eV
LUMO level (spin up / spin down)	3.90 / 3.90	eV
2S+1	1
charge	-2

Positions of all 82 atoms, in Å:
Ir1 1.170 1.069 -0.261
C1 -0.715 7.848 -0.308
Si1 -1.090 6.003 -0.157
C2 -2.626 5.650 -1.178
C3 -1.383 5.620 1.650
C4 0.390 5.073 -0.840
C5 1.504 5.715 -1.353
C6 2.623 5.006 -1.800
C7 2.600 3.633 -1.701
N1 1.529 2.986 -1.246
C8 0.430 3.659 -0.825
S1 -0.791 2.586 -0.265
H1 -1.585 8.422 0.021
H2 -0.493 8.145 -1.336
H3 0.130 8.138 0.320
H4 -3.456 6.287 -0.862
H5 -2.925 4.607 -1.069
H6 -2.434 5.835 -2.238
H7 -2.215 6.219 2.031
H8 -0.494 5.848 2.242
H9 -1.607 4.563 1.798
H10 1.528 6.799 -1.389
H11 3.500 5.510 -2.182
H12 3.439 3.012 -1.993
F1 -1.196 2.311 3.381
C9 -0.545 1.138 3.527
F2 -1.145 0.252 2.743
F3 -0.747 0.748 4.808
C10 0.968 1.299 3.152
O1 1.116 1.501 1.846
C11 1.738 0.064 3.736
F4 1.034 -1.057 3.595
F5 1.978 0.208 5.068
F6 2.914 -0.087 3.145
C12 1.501 2.590 3.873
F7 1.068 2.730 5.146
F8 2.844 2.597 3.918
F9 1.129 3.696 3.221
Cl1 2.008 -0.765 -2.923
C13 3.308 -0.457 -1.829
C14 3.079 0.383 -0.732
C15 4.227 0.751 -0.031
Cl2 4.106 1.995 1.170
C16 5.486 0.208 -0.289
Cl3 6.860 0.676 0.655
C17 5.642 -0.706 -1.319
Cl4 7.192 -1.397 -1.652
C18 4.547 -1.013 -2.121
Cl5 4.751 -2.068 -3.470
C19 0.573 -5.700 1.301
O2 1.140 -4.421 1.504
C20 1.855 -3.828 0.494
S2 2.032 -4.636 -0.978
S3 2.459 -2.329 0.930
H13 0.057 -5.936 2.233
H14 1.340 -6.447 1.085
H15 -0.132 -5.691 0.470
C21 -3.046 -5.413 -3.249
C22 -3.235 -5.390 -1.726
C23 -2.330 -6.458 -1.099
C24 -4.689 -5.757 -1.425
C25 -2.856 -4.008 -1.188
C26 -3.749 -3.214 -0.473
C27 -3.407 -1.943 0.007
C28 -2.137 -1.495 -0.255
O3 -1.547 -0.314 0.066
B1 -0.217 -0.376 -0.435
O4 -0.066 -1.612 -1.092
C29 -1.233 -2.283 -0.959
C30 -1.556 -3.532 -1.429
H16 -3.323 -6.392 -3.653
H17 -2.009 -5.217 -3.522
H18 -3.668 -4.653 -3.726
H19 -2.607 -7.452 -1.463
H20 -2.419 -6.448 -0.011
H21 -1.283 -6.284 -1.349
H22 -4.905 -6.747 -1.836
H23 -5.386 -5.045 -1.874
H24 -4.880 -5.792 -0.351
H25 -4.751 -3.572 -0.276
H26 -4.113 -1.337 0.560
H27 -0.803 -4.106 -1.955

Mulliken population analysis, charges in e, atoms 1 to 4: Ir 2.14; C -1.17; Si 0.28; C -1.06

***

2.
The following is a DFT calculation (ωB97M-V/def2-TZVPD) of a structure of composition C30H27BF4IrNPS5.

Summary:
frontier orbital gap (spin up / spin down)	7.317 / 6.430	eV
LUMO level (spin up / spin down)	-0.23 / -2.22	eV
2S+1	6

Positions of all 70 atoms, in Å:
Ir1 -0.001 -0.070 0.928
C1 2.483 -0.051 -2.396
C2 1.104 -0.512 -2.019
C3 -0.024 0.034 -2.615
C4 -1.300 -0.432 -2.310
C5 -2.526 0.162 -2.941
C6 -1.438 -1.490 -1.420
C7 -0.330 -2.091 -0.816
C8 -0.467 -3.405 -0.096
C9 0.942 -1.547 -1.086
H1 2.875 0.637 -1.645
H2 2.475 0.466 -3.354
H3 3.172 -0.893 -2.458
H4 0.093 0.828 -3.345
H5 -3.173 0.578 -2.167
H6 -3.096 -0.599 -3.476
H7 -2.267 0.955 -3.643
H8 -2.426 -1.896 -1.229
H9 -0.222 -3.329 0.960
H10 0.217 -4.137 -0.527
H11 -1.484 -3.784 -0.184
H12 1.821 -2.055 -0.705
S1 3.652 5.572 4.269
C10 2.850 4.336 3.573
S2 1.938 3.148 4.453
C11 1.359 2.228 3.079
C12 1.835 2.640 1.835
S3 1.490 1.970 0.322
S4 2.889 4.029 1.858
S5 0.297 0.966 3.372
N1 -1.619 0.986 0.665
P1 -2.861 1.641 1.391
C13 -3.957 2.457 0.202
C14 -3.466 2.745 -1.066
C15 -4.261 3.431 -1.972
C16 -5.542 3.821 -1.612
C17 -6.026 3.548 -0.338
C18 -5.232 2.875 0.576
C19 -2.486 3.023 2.511
C20 -1.623 4.000 2.018
C21 -1.347 5.124 2.776
C22 -1.931 5.276 4.027
C23 -2.800 4.311 4.511
C24 -3.088 3.184 3.753
C25 -3.817 0.391 2.289
C26 -3.264 -0.136 3.457
C27 -3.895 -1.182 4.109
C28 -5.071 -1.711 3.596
C29 -5.611 -1.204 2.423
C30 -4.983 -0.158 1.763
H13 -2.461 2.429 -1.324
H14 -3.881 3.661 -2.959
H15 -6.166 4.348 -2.322
H16 -7.022 3.863 -0.057
H17 -5.589 2.686 1.581
H18 -1.166 3.862 1.043
H19 -0.669 5.879 2.395
H20 -1.700 6.146 4.628
H21 -3.262 4.431 5.483
H22 -3.777 2.438 4.126
H23 -2.337 0.265 3.845
H24 -3.457 -1.593 5.009
H25 -5.563 -2.529 4.106
H26 -6.516 -1.631 2.013
H27 -5.391 0.223 0.835
F1 1.958 -1.184 1.693
B1 1.476 -2.236 2.592
F2 1.906 -3.458 2.136
F3 1.848 -1.959 3.877
F4 0.029 -2.151 2.437

natural (NBO) population analysis, charges in e, atoms 1 to 4: Ir 1.25; C -0.64; C -0.01; C -0.20

***

3.
The following is a DFT calculation (ωB97M-V/def2-TZVPD) of a structure of composition C30H27BN5O10S3Tl.

Summary:
frontier orbital gap	5.762	eV
LUMO level	3.67	eV
2S+1	1
charge	-2

Positions of all 77 atoms, in Å:
Tl1 1.121 0.418 1.151
O1 -1.205 3.312 -2.041
C1 -0.599 2.831 -0.938
O2 0.533 2.441 -0.957
C2 -1.480 2.791 0.260
C3 -2.809 3.195 0.213
C4 -3.594 3.007 1.338
C5 -3.037 2.415 2.459
C6 -1.686 2.083 2.439
N1 -0.932 2.278 1.364
C7 -0.982 1.417 3.646
O3 -1.747 1.056 4.588
O4 0.243 1.296 3.585
H1 -0.633 3.055 -2.782
H2 -3.202 3.636 -0.692
H3 -4.632 3.313 1.334
H4 -3.613 2.206 3.349
H5 -2.773 -0.179 3.804
C8 3.689 -1.769 -0.927
N2 4.546 -0.850 -0.216
C9 5.357 0.105 -0.801
C10 5.905 0.817 0.203
N3 5.450 0.320 1.402
B1 5.680 0.979 2.786
N4 4.441 1.835 3.282
C11 4.202 1.973 4.632
C12 3.182 2.833 4.821
N5 2.786 3.248 3.573
C13 1.704 4.141 3.261
C14 3.533 2.601 2.627
S1 3.299 2.895 0.968
C15 4.608 -0.706 1.143
S2 3.843 -1.731 2.253
H6 4.233 -2.214 -1.762
H7 2.801 -1.263 -1.314
H8 3.374 -2.546 -0.235
H9 5.436 0.205 -1.869
H10 6.571 1.659 0.172
H11 6.632 1.726 2.680
H12 5.850 0.121 3.610
H13 4.790 1.431 5.351
H14 2.686 3.165 5.715
H15 1.181 4.403 4.179
H16 1.015 3.650 2.581
H17 2.085 5.038 2.768
O5 -3.326 -0.782 3.185
C16 -2.657 -0.980 2.061
O6 -1.449 -0.935 1.944
C17 -3.555 -1.225 0.889
C18 -3.101 -0.820 -0.357
C19 -3.920 -0.884 -1.482
C20 -5.180 -1.394 -1.296
O7 -6.183 -1.564 -2.228
C21 -7.267 -2.155 -1.536
O8 -6.916 -2.312 -0.173
C22 -5.624 -1.833 -0.057
C23 -4.844 -1.747 1.064
H18 -2.085 -0.459 -0.447
H19 -3.570 -0.553 -2.451
H20 -7.492 -3.135 -1.975
H21 -8.152 -1.511 -1.616
H22 -5.190 -2.059 2.039
O9 0.121 -6.099 -5.800
C24 0.453 -4.838 -6.222
O10 0.832 -4.722 -7.365
C25 0.308 -3.751 -5.259
C26 0.554 -2.438 -5.698
C27 0.405 -1.359 -4.863
C28 -0.010 -1.516 -3.517
S3 -0.265 -0.177 -2.492
C29 -0.216 -2.844 -3.070
C30 -0.065 -3.917 -3.913
H23 -0.173 -6.056 -4.885
H24 0.855 -2.307 -6.730
H25 0.592 -0.356 -5.223
H26 -0.494 -2.996 -2.035
H27 -0.239 -4.906 -3.494

Mulliken population analysis, charges in e, atoms 1 to 4: Tl 0.86; O -0.54; C 0.04; O -0.36

***

4.
The following is a DFT calculation (ωB97M-V/def2-TZVPD) of a structure of composition C30H27CaCl3N7O7S2.

Summary:
frontier orbital gap	7.635	eV
LUMO level	2.21	eV
2S+1	1
charge	-1

Positions of all 77 atoms, in Å:
Ca1 0.502 -0.525 0.100
Cl1 0.537 2.952 7.216
C1 0.637 2.353 5.574
C2 -0.527 1.944 4.915
C3 -0.462 1.493 3.623
C4 0.767 1.417 2.904
O1 0.770 1.038 1.680
C5 1.941 1.799 3.619
C6 3.295 1.705 3.073
O2 3.652 1.141 2.062
C7 1.845 2.283 4.934
H1 -1.477 1.992 5.433
H2 -1.354 1.178 3.095
H3 4.057 2.196 3.720
H4 2.749 2.591 5.447
Cl2 -5.552 -5.007 0.871
C8 -4.007 -4.202 0.974
C9 -3.445 -3.962 2.229
C10 -2.229 -3.336 2.323
Cl3 -1.532 -3.058 3.888
C11 -1.491 -2.892 1.184
O3 -0.349 -2.334 1.311
C12 -2.110 -3.156 -0.076
C13 -1.513 -2.764 -1.342
O4 -0.523 -2.079 -1.530
C14 -3.345 -3.813 -0.160
H5 -3.961 -4.272 3.127
H6 -2.060 -3.149 -2.225
H7 -3.780 -4.002 -1.134
N1 1.614 -4.239 0.425
C15 2.554 -3.489 -0.205
N2 2.425 -2.213 -0.452
C16 3.515 -1.735 -1.160
C17 4.474 -2.645 -1.441
S1 4.017 -4.190 -0.822
C18 3.536 -0.303 -1.466
C19 4.383 0.370 -2.279
S2 4.046 2.057 -2.199
C20 2.751 1.735 -1.095
N3 2.592 0.473 -0.832
N4 2.038 2.745 -0.507
H8 0.879 -3.672 0.849
H9 1.971 -4.966 1.025
H10 5.422 -2.485 -1.925
H11 5.160 -0.027 -2.910
H12 1.528 3.291 -1.191
H13 1.434 2.375 0.225
C21 2.075 -1.647 3.301
C22 2.667 -2.981 3.296
N5 3.126 -4.034 3.283
H14 1.008 -1.734 3.090
H15 2.548 -1.024 2.539
H16 2.216 -1.180 4.275
C23 -1.978 0.177 -4.550
C24 -1.967 1.700 -4.622
C25 -1.969 2.387 -3.241
C26 -1.978 3.913 -3.417
C27 -1.973 4.667 -2.092
C28 -3.249 1.986 -2.534
O5 -4.351 2.299 -2.940
N6 -3.093 1.232 -1.408
C29 -1.872 0.778 -0.899
O6 -1.920 0.014 0.071
N7 -0.704 1.154 -1.438
C30 -0.677 1.972 -2.518
O7 0.376 2.405 -2.977
H17 -1.949 -0.254 -5.552
H18 -2.884 -0.191 -4.062
H19 -1.119 -0.207 -3.996
H20 -2.841 2.060 -5.168
H21 -1.072 2.046 -5.141
H22 -2.865 4.175 -3.996
H23 -1.095 4.173 -4.001
H24 -2.859 4.434 -1.498
H25 -1.962 5.745 -2.258
H26 -1.092 4.415 -1.498
H27 -3.920 0.908 -0.928

Mulliken population analysis, charges in e, atoms 1 to 4: Ca 1.96; Cl -0.27; C 0.10; C -0.72

***

5.
The following is a DFT calculation (ωB97M-V/def2-TZVPD) of a structure of composition C30H27CdF3N4O2PS2.

Summary:
frontier orbital gap	6.700	eV
LUMO level	2.36	eV
2S+1	1
charge	-1

Positions of all 70 atoms, in Å:
Cd1 0.439 -0.689 0.019
O1 2.238 -0.652 1.184
C1 2.627 0.212 2.039
C2 4.002 0.220 2.416
C3 4.528 1.138 3.286
C4 3.710 2.095 3.884
C5 2.371 2.098 3.577
C6 1.793 1.202 2.669
C7 0.378 1.327 2.462
N1 -0.302 0.647 1.610
N2 -1.667 0.775 1.625
C8 -2.237 0.206 0.588
O2 -1.646 -0.278 -0.430
C9 -3.725 0.139 0.534
C10 -4.542 1.210 0.877
C11 -5.903 1.159 0.626
C12 -6.462 0.030 0.048
C13 -5.661 -1.059 -0.256
C14 -4.301 -1.001 -0.024
H1 4.630 -0.536 1.963
H2 5.587 1.124 3.510
H3 4.122 2.813 4.582
H4 1.720 2.828 4.042
H5 -0.149 2.052 3.100
H6 -4.087 2.082 1.323
H7 -6.528 2.012 0.863
H8 -7.520 -0.002 -0.171
H9 -6.088 -1.951 -0.697
H10 -3.665 -1.835 -0.284
F1 -1.199 -5.901 -1.340
C15 -2.106 -5.315 -0.543
F2 -2.975 -4.693 -1.363
F3 -2.814 -6.343 -0.006
C16 -1.543 -4.425 0.513
C17 -1.891 -4.621 1.836
C18 -1.392 -3.776 2.819
C19 -0.558 -2.742 2.418
N3 -0.232 -2.535 1.163
C20 -0.685 -3.341 0.176
S1 -0.158 -2.975 -1.379
H11 -2.536 -5.441 2.116
H12 -1.655 -3.912 3.856
H13 -0.113 -2.063 3.138
C21 0.657 2.216 -3.300
P1 -0.346 1.359 -1.974
C22 -1.152 2.869 -1.271
C23 -1.726 0.828 -3.074
H14 0.049 2.898 -3.892
H15 1.070 1.453 -3.958
H16 1.483 2.766 -2.855
H17 -1.566 3.479 -2.073
H18 -0.422 3.449 -0.708
H19 -1.947 2.562 -0.596
H20 -1.954 1.607 -3.802
H21 -2.597 0.617 -2.460
H22 -1.438 -0.089 -3.583
S2 4.124 -0.878 -3.482
C24 2.610 -1.152 -2.653
N4 2.305 -0.308 -1.750
C25 3.259 0.658 -1.603
C26 3.219 1.725 -0.709
C27 4.285 2.599 -0.671
C28 5.378 2.442 -1.522
C29 5.427 1.409 -2.439
C30 4.365 0.519 -2.472
H23 1.999 -1.992 -2.921
H24 2.365 1.838 -0.059
H25 4.277 3.418 0.033
H26 6.202 3.140 -1.467
H27 6.267 1.291 -3.107

natural (NBO) population analysis, charges in e, atoms 1 to 4: Cd 1.67; O -0.85; C 0.40; C -0.27

***

6.
The following is a DFT calculation (ωB97M-V/def2-TZVPD) of a structure of composition C30H27Cl2GeN3O7SeTc.

Summary:
frontier orbital gap (spin up / spin down)	5.493 / 5.770	eV
LUMO level (spin up / spin down)	-2.10 / -1.84	eV
2S+1	2

Positions of all 72 atoms, in Å:
Tc1 0.234 0.298 -0.051
C1 3.829 2.222 1.567
C2 2.986 1.303 0.923
N1 1.677 1.413 0.957
C3 1.104 2.431 1.667
C4 1.869 3.396 2.319
C5 3.274 3.267 2.248
C6 1.201 4.439 3.011
C7 -0.161 4.487 3.011
C8 -0.932 3.497 2.358
C9 -0.318 2.454 1.720
N2 -0.920 1.371 1.059
C10 -2.240 0.906 1.181
C11 -3.150 1.212 2.159
C12 -4.448 0.655 2.124
C13 -4.825 -0.209 1.137
C14 -3.887 -0.607 0.152
C15 -4.164 -1.535 -0.879
C16 -3.186 -1.882 -1.765
C17 -1.898 -1.340 -1.611
N3 -1.617 -0.477 -0.661
C18 -2.599 -0.072 0.202
H1 4.901 2.090 1.509
H2 3.383 0.467 0.360
H3 3.899 4.005 2.738
H4 1.784 5.192 3.528
H5 -0.672 5.292 3.522
H6 -2.008 3.592 2.352
H7 -2.866 1.841 2.989
H8 -5.154 0.931 2.896
H9 -5.830 -0.614 1.108
H10 -5.156 -1.967 -0.953
H11 -3.374 -2.577 -2.572
H12 -1.078 -1.634 -2.256
O1 3.475 1.428 -5.156
C19 2.693 1.107 -4.312
C20 2.689 -0.218 -3.527
O2 3.302 -1.219 -3.797
C21 1.769 0.042 -2.416
C22 1.155 1.262 -2.528
O3 0.355 1.626 -1.550
C23 1.557 1.980 -3.741
O4 1.131 3.001 -4.215
O5 1.495 -0.677 -1.367
C24 3.181 -4.635 -2.661
Ge1 1.275 -4.925 -2.953
C25 0.496 -3.390 -3.869
C26 1.018 -6.564 -3.994
C27 0.334 -5.200 -1.256
Se1 0.260 -3.619 -0.116
C28 2.099 -3.634 0.510
H13 3.722 -4.819 -3.592
H14 3.571 -5.310 -1.897
H15 3.370 -3.602 -2.364
H16 0.964 -3.273 -4.849
H17 0.694 -2.484 -3.292
H18 -0.581 -3.510 -4.009
H19 1.553 -6.498 -4.945
H20 -0.039 -6.734 -4.207
H21 1.404 -7.425 -3.445
H22 0.768 -6.029 -0.696
H23 -0.703 -5.463 -1.478
H24 2.413 -4.663 0.668
H25 2.121 -3.093 1.453
H26 2.749 -3.142 -0.209
Cl1 0.098 -3.464 3.573
C29 -0.865 -1.984 3.383
Cl2 -1.456 -1.415 4.948
C30 -0.022 -0.912 2.666
O6 0.415 0.042 3.266
O7 0.111 -1.193 1.394
H27 -1.728 -2.231 2.777

Mulliken population analysis, charges in e, atoms 1 to 4: Tc -0.40; C -1.12; C -0.25; N 0.50

***

Across the entries above, energy takes the values -172203.06560; -110892.91823; -97356.91837; -133999.50541; -85283.96883; -199458.04402 eV, respectively.
Across the entries above, energy above the lowest of the compared OMol25 structures with the same formula, charge and spin takes the values 3.586; 0.759; 0.294; 0.249; 0.537; 0.000 eV, respectively.